Record 1
{
  "formula": "C2H8IN3",
  "method": "wB97M-V/def2-TZVPD",
  "e_tot_ev": -14753.506,
  "orbital_gap_ev": [5.5, 4.2],
  "relative_energy_kcal_mol": 15.91,
  "e_homo_ev": [-15.090, -15.444],
  "total_charge": 2,
  "elements": ["C", "C", "N", "N", "N", "I", "H", "H", "H", "H", "H", "H", "H", "H"],
  "xyz": [[-2.1229, 1.6512, -0.1025], [-0.6894, -0.3019, -0.2673], [-1.2127, 0.9039, 0.3641], [1.2516, -1.6605, 0.1553], [0.7226, -0.4243, -0.0044], [5.7144, 0.0416, -0.0311], [-2.5877, 1.4516, -1.0664], [-2.4783, 2.5175, 0.4517], [-1.2063, -1.1730, 0.1674], [-0.9214, -0.2767, -1.3451], [-0.8007, 1.1142, 1.2824], [2.2641, -1.7201, 0.2029], [0.7269, -2.3404, 0.6947], [1.3399, 0.2169, -0.5018]],
  "lowdin_charge": [0.254, -0.087, 0.076, 0.278, 0.064, 0.042, 0.152, 0.155, 0.172, 0.176, 0.204, 0.151, 0.173, 0.190]
}

Record 2
{
  "formula": "C4H10NO3",
  "method": "wB97M-V/def2-TZVPD",
  "e_tot_ev": -11939.527,
  "orbital_gap_ev": 6.5,
  "relative_energy_kcal_mol": 135.35,
  "e_homo_ev": -4.317,
  "total_charge": -1,
  "elements": ["C", "C", "N", "C", "C", "O", "O", "H", "H", "H", "H", "H", "H", "H", "H", "H", "H", "O"],
  "xyz": [[-0.4650, 0.8916, -0.7235], [-1.6033, -0.1500, -0.7833], [-2.5829, -0.3592, 0.3825], [-3.0794, 0.8699, -0.0326], [2.6936, 0.1005, 0.0415], [2.0802, -1.0392, 0.0202], [3.2567, 0.8080, -0.8836], [-0.9587, 1.8028, -1.0669], [0.4092, 0.6676, -1.3808], [-0.1517, 0.9750, 0.3478], [-2.1715, -0.2188, -1.7695], [-1.0948, -1.0675, -0.8338], [-3.7895, 0.9892, -0.8840], [-2.7998, 1.7034, 0.5356], [2.6860, 0.5957, 1.0513], [-0.8983, -0.6280, 1.2760], [0.5579, -1.3358, 1.3673], [-0.2099, -1.1739, 1.8218]],
  "lowdin_charge": [-0.098, -0.360, -0.068, -0.018, -0.609, -0.181, -0.184, 0.053, 0.087, 0.088, 0.122, 0.093, 0.091, 0.065, 0.091, 0.011, -0.077, -0.107]
}

Record 3
{
  "formula": "C3H11N2",
  "method": "wB97M-V/def2-TZVPD",
  "e_tot_ev": -6262.398,
  "orbital_gap_ev": 10.9,
  "relative_energy_kcal_mol": 27.28,
  "e_homo_ev": -15.343,
  "total_charge": 1,
  "elements": ["C", "C", "H", "H", "H", "H", "H", "H", "N", "C", "N", "H", "H", "H", "H", "H"],
  "xyz": [[-1.4788, -0.1057, 0.7906], [-0.9919, -1.3807, 1.4935], [-1.3821, -0.3096, -0.2952], [-2.4880, 0.1320, 0.9328], [-0.8735, 0.7711, 1.0441], [-1.6517, -1.4030, 2.3546], [0.1065, -1.2757, 1.8196], [-0.9983, -2.3215, 0.9782], [1.0684, -0.2450, -0.5524], [0.7878, 0.8146, -1.2766], [1.6649, 1.8057, -1.3651], [1.9533, -0.7678, -0.6823], [0.3869, -0.9352, -0.3637], [-0.1589, 0.9285, -1.8682], [1.5006, 2.5105, -2.1407], [2.5548, 1.7817, -0.8693]],
  "lowdin_charge": [-0.171, -0.155, 0.048, 0.057, 0.076, 0.072, 0.092, 0.061, 0.158, -0.170, 0.189, 0.173, 0.062, 0.181, 0.177, 0.148]
}